{"formula": "C4H11O2P", "method": "ωB97M-V/def2-TZVPD", "total_energy_ev": -17705.2583, "charge": 0, "gap_ha": [0.21391, 0.21428], "max_force_ev_per_a": 4.9, "e_homo_ev": [-5.9, -5.9], "de_lowest_ev": 4.623, "symbols": ["P", "O", "O", "C", "C", "C", "C", "H", "H", "H", "H", "H", "H", "H", "H", "H", "H", "H"], "xyz": [[2.47, -0.49, -0.76], [-0.87, -0.38, -0.72], [-0.62, 1.64, 0.29], [-0.65, -1.80, -0.71], [-0.26, 2.21, -0.98], [-0.69, -0.16, 1.82], [-0.62, 0.34, 0.40], [3.35, 0.22, 0.03], [-1.40, -0.99, 1.67], [0.14, 3.16, -0.59], [0.44, -1.95, -0.49], [2.34, -1.70, -0.08], [-1.09, 0.64, 2.50], [-1.03, -2.17, -1.72], [-1.31, -2.22, 0.06], [-1.16, 2.29, -1.60], [0.57, 1.78, -1.31], [0.39, -0.42, 2.18]], "nbo_charge": [-0.613, -0.482, -0.461, -0.280, -0.260, -0.740, 0.853, -0.028, 0.232, 0.204, 0.244, -0.054, 0.257, 0.219, 0.175, 0.203, 0.228, 0.304]}


{"formula": "C6H9NO2", "method": "ωB97M-V/def2-TZVPD", "total_energy_ev": -11950.1149, "charge": 0, "gap_ha": 0.33668, "max_force_ev_per_a": 5.9, "smiles": "C=C=C(CN)CC(=O)O", "e_homo_ev": -8.7, "de_lowest_ev": 3.204, "symbols": ["O", "O", "N", "C", "C", "C", "C", "C", "C", "H", "H", "H", "H", "H", "H", "H", "H", "H"], "xyz": [[-2.36, -1.44, -0.46], [-1.16, -1.57, 1.46], [2.62, -0.18, 0.26], [0.29, 0.19, -0.30], [-0.78, 1.02, -0.30], [0.03, -1.19, -0.74], [1.37, 0.38, 0.74], [-1.44, 2.10, -0.60], [-1.24, -1.23, 0.30], [-2.37, 2.35, -0.11], [3.31, -0.21, 1.01], [1.04, -0.19, 1.62], [3.00, 0.38, -0.50], [-0.39, -1.28, -1.73], [0.84, -1.85, -0.47], [-3.11, -1.54, 0.14], [-1.08, 2.82, -1.33], [1.42, 1.44, 1.02]], "nbo_charge": [-0.692, -0.619, -0.838, -0.007, 0.033, -0.528, -0.254, -0.455, 0.812, 0.211, 0.368, 0.227, 0.357, 0.238, 0.255, 0.489, 0.217, 0.185]}


{"formula": "C2H3NO2S", "method": "ωB97M-V/def2-TZVPD", "total_energy_ev": -18540.6120, "charge": 0, "gap_ha": [0.29716, 0.29714], "max_force_ev_per_a": 4.5, "e_homo_ev": [-9.3, -9.3], "de_lowest_ev": 2.841, "symbols": ["S", "O", "O", "N", "C", "C", "H", "H", "H"], "xyz": [[2.88, 0.45, 0.25], [3.53, 1.31, -0.76], [2.87, -0.93, -0.04], [0.54, -1.78, -0.55], [0.20, -0.81, 0.00], [-0.27, 0.22, 0.65], [1.53, -2.03, -0.34], [-0.38, 0.14, 1.72], [-0.51, 1.19, 0.21]], "nbo_charge": [1.659, -0.822, -0.883, -0.598, 0.420, -0.695, 0.420, 0.247, 0.251]}


{"formula": "C19H35NO2P2Sr", "method": "ωB97M-V/def2-TZVPD", "total_energy_ev": -45264.2912, "charge": 0, "gap_ha": 0.15405, "max_force_ev_per_a": 2.9, "e_homo_ev": -4.8, "de_lowest_ev": 0.000, "symbols": ["Sr", "P", "P", "O", "O", "N", "C", "C", "C", "C", "C", "C", "C", "C", "C", "C", "C", "C", "C", "C", "C", "C", "C", "C", "C", "H", "H", "H", "H", "H", "H", "H", "H", "H", "H", "H", "H", "H", "H", "H", "H", "H", "H", "H", "H", "H", "H", "H", "H", "H", "H", "H", "H", "H", "H", "H", "H", "H", "H", "H"], "xyz": [[-2.43, -0.91, -0.62], [-1.75, 1.20, 1.46], [0.32, -2.03, 0.06], [-3.82, -3.04, -0.70], [-1.46, -3.91, 3.13], [-2.45, -3.18, 1.14], [-3.35, -3.71, 0.27], [-3.59, -0.41, 1.79], [2.57, 2.37, -3.02], [2.03, -2.21, 0.69], [3.36, 3.12, -0.09], [1.66, 3.55, -2.61], [-3.68, -5.14, 0.58], [-0.02, 0.88, 0.74], [2.47, 1.10, -2.24], [1.85, 3.17, -0.14], [4.07, 1.78, -0.43], [3.26, 0.77, -1.20], [0.33, -0.18, -0.29], [-1.31, 2.56, 2.64], [-2.93, -5.42, 1.85], [-2.18, -4.11, 2.16], [0.64, -2.41, -1.73], [1.09, 3.45, -1.22], [-2.30, 2.25, 0.03], [3.52, -0.28, -0.97], [-4.01, 0.39, 2.42], [1.77, 0.37, -2.67], [4.98, 2.05, -1.00], [-2.24, -6.26, 1.73], [2.11, -3.23, 1.11], [-0.21, 0.07, -1.23], [0.07, 3.83, -1.11], [-3.35, 2.57, 0.16], [1.38, 0.08, -0.54], [1.71, -2.33, -1.94], [0.17, 1.81, 0.17], [2.27, 4.47, -2.71], [-4.76, -5.24, 0.70], [0.12, -1.79, -2.46], [3.63, 2.70, -2.98], [2.35, 2.12, -4.07], [-3.61, -5.66, 2.67], [1.42, 3.13, 0.88], [-1.69, 3.17, 0.04], [4.40, 1.30, 0.51], [-2.17, 2.84, 3.28], [-3.37, -5.78, -0.26], [0.70, 0.90, 1.57], [2.74, -2.10, -0.13], [-3.01, -1.14, 2.40], [0.83, 3.64, -3.33], [3.62, 3.35, 0.96], [-0.46, 2.25, 3.27], [2.23, -1.46, 1.47], [3.78, 3.92, -0.73], [0.36, -3.46, -1.93], [-4.45, -1.01, 1.41], [-1.02, 3.45, 2.06], [-2.20, 1.80, -0.97]], "nbo_charge": [1.701, 0.869, 0.782, -0.818, -0.610, -0.713, 0.650, -1.291, -0.448, -0.914, -0.455, -0.452, -0.515, -0.767, -0.174, -0.172, -0.456, -0.193, -0.782, -0.938, -0.521, 0.678, -0.949, -0.199, -0.973, 0.213, 0.182, 0.195, 0.225, 0.224, 0.250, 0.161, 0.209, 0.247, 0.302, 0.225, 0.243, 0.222, 0.231, 0.210, 0.207, 0.224, 0.231, 0.210, 0.226, 0.219, 0.242, 0.223, 0.224, 0.213, 0.221, 0.211, 0.225, 0.236, 0.243, 0.211, 0.240, 0.150, 0.189, 0.175]}


{"formula": "C3H8FN", "method": "ωB97M-V/def2-TZVPD", "total_energy_ev": -7447.4818, "charge": 0, "gap_ha": 0.37550, "max_force_ev_per_a": 3.6, "smiles": "NCCCF", "e_homo_ev": -9.1, "de_lowest_ev": 0.703, "symbols": ["F", "N", "C", "C", "C", "H", "H", "H", "H", "H", "H", "H", "H"], "xyz": [[-0.84, -2.50, 1.28], [0.12, 1.98, -0.53], [-0.30, -1.62, 0.35], [0.53, 0.54, -0.44], [-0.11, -0.17, 0.76], [-0.84, 2.03, -0.45], [0.66, -1.96, -0.03], [0.48, 0.01, 1.67], [-0.94, -1.74, -0.52], [0.51, 2.44, -1.34], [1.62, 0.38, -0.36], [-1.04, 0.33, 1.03], [0.15, 0.27, -1.42]], "nbo_charge": [-0.363, -0.846, 0.063, -0.223, -0.454, 0.351, 0.153, 0.221, 0.160, 0.361, 0.193, 0.203, 0.181]}


{"formula": "C5H11NO", "method": "ωB97M-V/def2-TZVPD", "total_energy_ev": -8897.9914, "charge": 0, "gap_ha": 0.32206, "max_force_ev_per_a": 4.6, "smiles": "C=CC(=C)NC.O", "e_homo_ev": -8.2, "de_lowest_ev": 3.706, "symbols": ["O", "N", "C", "C", "C", "C", "C", "H", "H", "H", "H", "H", "H", "H", "H", "H", "H", "H"], "xyz": [[0.83, 0.49, -2.44], [0.70, 0.89, 0.71], [2.08, 0.46, 0.82], [-0.03, -1.48, 0.79], [-2.74, -0.08, -0.21], [-0.26, -0.13, 0.48], [-1.68, 0.43, 0.41], [0.21, 0.20, -1.73], [-2.76, -0.99, -0.67], [-1.57, 1.52, 0.16], [0.59, 1.80, 0.29], [0.98, -1.83, 0.88], [-0.74, -2.21, 0.75], [0.80, -0.40, -2.90], [2.58, 0.11, -0.08], [-3.82, 0.37, -0.12], [2.10, -0.35, 1.52], [2.76, 1.18, 1.34]], "nbo_charge": [-0.933, -0.606, -0.423, -0.504, -0.323, 0.119, -0.247, 0.470, 0.182, 0.206, 0.390, 0.195, 0.202, 0.464, 0.197, 0.205, 0.199, 0.206]}


{"formula": "CCaNO5S2", "method": "ωB97M-V/def2-TZVPD", "total_energy_ev": -52876.4631, "charge": -1, "gap_ha": [0.22504, 0.21349], "max_force_ev_per_a": 4.3, "e_homo_ev": [-4.3, -4.3], "de_lowest_ev": 0.000, "symbols": ["Ca", "S", "S", "O", "O", "O", "O", "O", "N", "C"], "xyz": [[-0.06, -0.38, 0.92], [2.01, 0.13, -2.00], [2.75, -0.88, 0.64], [1.68, -0.85, 1.82], [-1.10, 1.26, 0.21], [-3.39, 1.25, 0.44], [-2.14, -0.56, 0.92], [0.81, -0.04, -2.88], [1.74, -0.62, -0.64], [-2.30, 0.68, 0.56]], "nbo_charge": [1.798, 1.241, 0.854, -1.110, -1.039, -0.748, -0.993, -0.848, -1.079, 0.925]}